(A)
Entry from OMol25: C6H9NO4 as an isolated structure (the ωB97M-V functional and the def2-TZVPD basis).

The geometry in XYZ format:
```
20
Properties=species:S:1:pos:R:3:lowdin_charge:R:1
C 1.6679 -0.7726 -0.0028 -0.5473
C 0.5641 -0.0346 0.5904 -0.2225
C 0.8935 1.3785 0.9271 -0.2444
C -0.8311 1.6629 -0.5924 -0.2121
C -0.6238 0.1610 -0.5088 -0.2052
C -1.8268 -0.4792 -0.0298 -0.4990
H 2.5087 -2.3937 -0.8267 0.2934
H 0.1971 -0.6563 1.6765 0.2385
H 1.8359 1.6544 1.2878 0.0881
H -0.1055 1.6073 1.7784 0.1864
H 0.3080 3.5203 -0.0970 0.2459
H -1.7692 2.1071 -0.1027 0.1220
H -1.0167 1.7954 -1.9592 0.1957
H 0.0370 -0.5073 -1.6089 0.2811
H -2.5096 -2.3184 0.8511 0.1918
N 0.6271 2.2050 -0.2777 -0.0719
O 1.4617 -1.9082 -0.5897 0.0543
O 2.8687 -0.2698 0.0192 0.0099
O -1.7155 -1.7594 0.4667 0.0279
O -2.9823 -0.0301 -0.0659 0.0675
```

Output
Net charge   0
Frontier orbital gap   9.56 eV


(B)
Entry from OMol25: C6H9NO4 in the gas phase (the ωB97M-V functional and the def2-TZVPD basis).

The geometry in XYZ format:
```
20
Properties=species:S:1:pos:R:3:lowdin_charge:R:1
C -1.5955 1.3797 0.5190 -0.2355
C -0.6947 1.0332 -1.7105 -0.4232
C 0.4383 -1.8903 -0.8894 0.0314
C -0.2267 1.4671 1.1453 -0.0880
C 0.4808 0.1186 0.7426 -0.1161
C -0.2553 -0.8475 -0.0882 -0.2525
N -1.5629 -0.9910 0.1451 -0.2088
O -1.6857 1.2654 -0.9339 0.0744
O 0.4276 1.3917 -1.6180 0.0961
O -2.1499 0.0877 0.8743 0.0333
O -2.3010 -1.8990 -0.2813 0.0106
H -2.2290 2.0298 0.9842 0.1320
H -1.0516 0.5322 -2.6142 0.1651
H 1.1809 -2.2911 -0.3728 0.0488
H 0.9538 -1.5292 -1.7206 0.0865
H -0.2163 -2.6198 -1.1143 0.0545
H 0.1925 2.4479 0.7759 0.1404
H -0.5559 1.6047 2.2605 0.1577
H 1.4406 0.5068 0.3386 0.1239
H 0.8461 -0.5262 1.6701 0.1693
```

Output
Net charge   0
Frontier orbital gap (alpha / beta)   9.29 / 9.29 eV
SMILES   CC1=[N+]([O-])O[C@H](OC=O)CC1


Q: Which of them is the least stable? A: (A).


(A)
Entry from OMol25: C28H25FN5O4SeZn as an isolated structure (the ωB97M-V functional and the def2-TZVPD basis).

The geometry in XYZ format:
```
65
Properties=species:S:1:pos:R:3:lowdin_charge:R:1
Zn -0.2470 0.2066 0.1213 0.6449
C -6.1996 1.6659 -3.5314 -0.0369
C -5.0332 2.2885 -4.2900 -0.2885
C -5.2454 3.7805 -4.4807 -0.1448
C -4.0696 4.4009 -5.2152 -0.1199
C -2.8047 4.1451 -4.4449 -0.1301
C -1.7536 5.0284 -4.4802 0.0656
C -0.5826 4.7577 -3.7742 -0.2537
F 0.4174 5.6503 -3.8365 0.0802
C -0.4325 3.6225 -3.0375 0.0730
C -1.4950 2.7076 -2.9800 -0.0555
C -1.3332 1.4936 -2.1899 -0.2990
O -0.2380 1.3103 -1.5753 -0.0677
C -2.4321 0.6005 -2.1808 -0.0200
C -3.5611 0.9335 -2.8862 0.0386
N -3.7354 2.0567 -3.5856 0.0479
C -2.6872 2.9708 -3.6699 -0.0633
C -2.5139 -0.7167 -1.4168 -0.5809
O -3.4852 -1.4220 -1.6146 0.0650
O -1.5513 -0.9839 -0.6033 -0.0841
H -7.1284 2.0638 -3.9375 0.0904
H -6.1525 1.9238 -2.4718 0.0994
H -6.2414 0.5825 -3.6250 0.0850
H -4.9485 1.8186 -5.2739 0.1609
H -5.3684 4.2537 -3.5014 0.1359
H -6.1699 3.9251 -5.0379 0.1272
H -4.2117 5.4710 -5.3606 0.1250
H -3.9847 3.9495 -6.2086 0.1347
H -1.8235 5.9395 -5.0614 0.1379
H 0.4824 3.4067 -2.5052 0.1313
H -4.3722 0.2203 -2.8696 0.1336
C 1.7213 -3.2499 2.2246 0.0348
C 1.5726 -2.1013 1.2729 -0.4724
O 0.6227 -1.3163 1.3659 -0.0624
N 2.5326 -1.9425 0.3495 0.1049
C 2.5058 -0.8830 -0.6541 -0.0798
C 2.7471 0.4908 -0.0663 -0.2326
C 4.0075 1.0624 -0.0426 0.0037
C 4.1638 2.3262 0.5047 -0.0294
C 3.0551 2.9791 1.0157 -0.0287
C 1.8302 2.3389 0.9586 -0.0919
N 1.6789 1.1242 0.4327 0.0563
H 0.7365 -3.5763 2.5469 0.0989
H 2.2762 -2.9116 3.1014 0.1019
H 2.2563 -4.0855 1.7766 0.0906
H 3.2696 -2.6256 0.3035 0.1523
H 1.5407 -0.8954 -1.1685 0.1192
H 3.2670 -1.1121 -1.3952 0.1370
H 4.8530 0.5279 -0.4547 0.1230
H 5.1380 2.7965 0.5249 0.1200
H 3.1319 3.9662 1.4482 0.1163
H 0.9324 2.8080 1.3434 0.1136
Se -1.0191 0.2686 3.3046 1.2342
N -1.2470 1.0870 1.7280 -0.2567
C -2.2022 1.9937 1.8860 -0.3333
C -2.6880 2.8716 0.8724 -0.0030
C -3.6627 3.7541 1.2003 -0.0487
C -4.2121 3.8313 2.5228 -0.0567
C -3.7766 3.0217 3.5153 -0.0054
C -2.7474 2.0750 3.2211 -0.3663
N -2.2275 1.2385 4.1044 -0.2185
H -2.2756 2.8279 -0.1265 0.1013
H -4.0423 4.4300 0.4445 0.1110
H -4.9869 4.5586 2.7249 0.1120
H -4.1759 3.0692 4.5185 0.1228
```

Output
Net charge   +1
Frontier orbital gap   7.41 eV


(B)
Entry from OMol25: C28H25FN5O4SeZn as an isolated structure (the ωB97M-V functional and the def2-TZVPD basis).

The geometry in XYZ format:
```
65
Properties=species:S:1:pos:R:3:lowdin_charge:R:1
Zn -0.8605 -0.9433 -1.4668 0.6731
C 0.4316 -0.2025 5.6420 -0.0367
C 1.2388 0.7971 4.8222 -0.2874
C 1.1058 2.1917 5.4082 -0.1453
C 1.8232 3.2195 4.5512 -0.1192
C 1.2601 3.1908 3.1589 -0.1300
C 1.1989 4.3219 2.3842 0.0669
C 0.6806 4.2601 1.0915 -0.2529
F 0.6330 5.3911 0.3718 0.0816
C 0.2343 3.0943 0.5496 0.0653
C 0.2964 1.9215 1.3186 -0.0435
C -0.1199 0.6633 0.7112 -0.2603
O -0.5534 0.7053 -0.4802 -0.0736
C 0.0033 -0.4964 1.5222 -0.0027
C 0.4372 -0.3420 2.8175 0.0353
N 0.8021 0.8050 3.3892 0.0488
C 0.7824 1.9729 2.6304 -0.0612
C -0.3365 -1.9409 1.1566 -0.5714
O -0.5135 -2.7280 2.0667 0.0670
O -0.4615 -2.2325 -0.0975 -0.1417
H 0.6371 -0.0291 6.6979 0.0913
H 0.6827 -1.2400 5.4310 0.0818
H -0.6372 -0.0586 5.4740 0.1028
H 2.2935 0.5098 4.8295 0.1596
H 1.5163 2.1745 6.4167 0.1279
H 0.0445 2.4472 5.4854 0.1384
H 2.8925 2.9869 4.5164 0.1344
H 1.7280 4.2187 4.9743 0.1252
H 1.5508 5.2717 2.7674 0.1382
H -0.1696 3.0537 -0.4516 0.1310
H 0.4766 -1.2358 3.4218 0.1326
C -5.1860 -1.2865 -0.3879 0.0303
C -3.8855 -1.6734 -1.0314 -0.4739
O -2.9494 -0.8724 -1.0982 0.0178
N -3.8091 -2.9056 -1.5591 0.1059
C -2.6001 -3.4393 -2.1823 -0.0824
C -2.2354 -2.7244 -3.4667 -0.2297
C -2.7171 -3.1484 -4.6935 0.0063
C -2.3619 -2.4570 -5.8406 -0.0238
C -1.5252 -1.3582 -5.7318 -0.0272
C -1.0749 -0.9990 -4.4775 -0.1000
N -1.4227 -1.6630 -3.3698 0.0418
H -4.9891 -0.5605 0.3956 0.0955
H -5.7131 -2.1447 0.0256 0.0884
H -5.8202 -0.8130 -1.1391 0.1000
H -4.5963 -3.5203 -1.4413 0.1495
H -2.7875 -4.4885 -2.3961 0.1364
H -1.7755 -3.3843 -1.4665 0.1045
H -3.3619 -4.0155 -4.7473 0.1250
H -2.7289 -2.7758 -6.8071 0.1214
H -1.2176 -0.7938 -6.6005 0.1182
H -0.4063 -0.1579 -4.3407 0.1168
Se 1.8358 -2.6260 -2.4372 1.1951
N 1.2548 -0.9577 -2.1970 -0.2604
C 2.3248 -0.1760 -2.1820 -0.3423
C 2.3047 1.2342 -1.9582 -0.0147
C 3.4839 1.9015 -1.9659 -0.0500
C 4.7342 1.2376 -2.2031 -0.0602
C 4.7999 -0.0966 -2.4204 -0.0107
C 3.5848 -0.8504 -2.4064 -0.3721
N 3.5119 -2.1577 -2.5963 -0.2206
H 1.3630 1.7341 -1.7791 0.0963
H 3.4888 2.9695 -1.7888 0.1119
H 5.6430 1.8251 -2.2145 0.1108
H 5.7365 -0.6039 -2.6051 0.1208
```

Output
Net charge   +1
Frontier orbital gap   7.68 eV


Q: Which of them is the least stable? A: (A).


(A)
Entry from OMol25: a 2-piece molecular cluster, C4H10O2 overall (the ωB97M-V functional and the def2-TZVPD basis).

The geometry in XYZ format:
```
16
Properties=species:S:1:pos:R:3:lowdin_charge:R:1
C -0.8269 0.6774 -1.6799 -0.0236
C 1.3710 -1.2707 0.8684 -0.2272
O 0.9108 -2.5920 0.9144 0.0137
C 0.7958 -0.7675 -0.4380 0.1099
C -0.2303 0.1584 -0.4747 0.0318
H -1.2943 -0.1015 -2.3028 0.1382
H -1.4275 1.5768 -1.6244 0.0868
H -0.0674 0.9440 -2.4524 0.1386
H 0.9456 -0.6938 1.6881 0.1302
H 2.4556 -1.1690 0.9137 0.1480
H 1.6426 -3.1792 1.1396 0.1224
H 1.3345 -1.2690 -1.2371 0.1527
H -0.5701 0.5760 0.4719 0.1349
H -1.3535 3.7660 0.0178 0.0674
H -1.7216 3.5322 1.4080 0.0430
O -1.7080 3.0395 0.5848 -0.0671
```

Output
Multiplicity   2
<S²>   0.75
Net charge   +1
Frontier orbital gap (alpha / beta)   10.57 / 6.71 eV


(B)
Entry from OMol25: a 2-piece molecular cluster, C4H10O2 overall (the ωB97M-V functional and the def2-TZVPD basis).

The geometry in XYZ format:
```
16
Properties=species:S:1:pos:R:3:lowdin_charge:R:1
C -1.8425 0.4896 -0.2425 -0.0212
C -0.7728 -0.4633 0.0552 0.0310
C 0.4182 -0.6495 -0.6855 -0.2702
O 0.9067 0.3507 -1.3711 0.2111
C 1.1268 -1.9439 -0.5344 0.0459
H -2.8608 0.1196 -0.3071 0.1179
H -1.6027 1.0776 -1.1265 0.1006
H -1.9480 1.1361 0.6380 0.1195
H -0.8870 -1.1257 0.9066 0.1489
H 0.5203 1.1131 -0.9023 0.1379
H 2.1177 -1.9462 -0.9817 0.1126
H 0.4724 -2.7360 -0.8928 0.1219
H 1.3343 -1.9944 0.5398 0.1270
H 1.7816 2.4517 1.6037 0.0560
H 0.2934 1.9561 1.3169 -0.0128
O 0.9423 2.1644 1.9838 -0.0262
```

Output
Multiplicity   2
<S²>   0.75
Net charge   +1
Frontier orbital gap (alpha / beta)   10.53 / 7.78 eV


Q: Which of them is the least stable? A: (A).


(A)
Entry from OMol25: C3H5OP in the gas phase (the ωB97M-V functional and the def2-TZVPD basis).

The geometry in XYZ format:
```
10
Properties=species:S:1:pos:R:3:lowdin_charge:R:1
C -0.5740 1.2368 -0.7721 -0.4626
C -0.1142 -0.2044 -1.0122 -0.5541
C 1.3001 -0.5225 -0.4687 -0.0359
O -0.8418 -1.0165 -1.5288 0.0240
P -2.0992 1.6310 -1.3633 0.8640
H 0.0569 2.0008 -0.1815 0.0687
H 1.8156 0.1692 0.3555 0.1252
H 1.8981 -0.5707 -1.3307 0.0560
H 1.4045 -1.4789 -0.0633 0.0447
H -2.2610 2.9189 -0.6889 -0.1301
```

Output
Net charge   0
Frontier orbital gap   9.09 eV
SMILES   [H]/P=C/C(C)=O


(B)
Entry from OMol25: a 2-piece molecular cluster, C3H5OP overall (the ωB97M-V functional and the def2-TZVPD basis).

The geometry in XYZ format:
```
10
Properties=species:S:1:pos:R:3:lowdin_charge:R:1
C 0.6716 -0.4135 0.4373 -0.2025
C -0.7588 -0.1234 0.0135 -0.1895
C 0.0952 0.8660 0.7036 -0.1524
O 0.0515 -1.0180 3.9119 -0.6174
P -0.7603 0.1488 3.6242 0.7848
H 0.9162 -1.0030 1.3156 0.0775
H 1.3538 -0.4859 -0.2955 0.0580
H -0.8915 -0.2180 -1.0158 0.0650
H -1.6663 -0.5622 0.4240 0.0831
H 0.1362 1.9906 0.7359 0.0934
```

Output
Net charge   0
Frontier orbital gap (alpha / beta)   7.35 / 6.45 eV


Q: Which of them is the least stable? A: (B).


(A)
Entry from OMol25: C8H10INO2 in the gas phase (the ωB97M-V functional and the def2-TZVPD basis).

The geometry in XYZ format:
```
22
Properties=species:S:1:pos:R:3:lowdin_charge:R:1
C -1.5472 -1.3636 -1.9343 0.0278
C -0.5917 -0.5123 -2.3708 -0.1243
C 0.2234 0.3607 -1.4498 -0.3113
C 1.1645 -0.4090 -0.4883 -0.0844
C 1.1703 0.3461 0.8567 -0.1732
C 0.5551 -0.5384 1.9872 -0.1519
C -0.8374 -0.1090 2.4093 -0.8349
O -1.8381 -0.5142 1.9237 0.0342
I -0.8729 1.3373 4.0135 0.8275
C 0.2995 1.5623 0.4919 -0.4979
O 0.3809 2.6529 0.9889 0.0714
N -0.5554 1.2112 -0.5372 0.1274
H -1.3507 -2.1141 -1.1720 0.0619
H -2.5444 -1.3428 -2.3639 0.0585
H -0.3579 -0.4700 -3.4333 0.0969
H 0.7834 1.0365 -2.1040 0.1394
H 2.1466 -0.3860 -0.9680 0.1194
H 0.9302 -1.4700 -0.4351 0.1076
H 2.1318 0.7855 1.1073 0.1487
H 1.1893 -0.5306 2.8713 0.0942
H 0.4759 -1.5532 1.6027 0.1130
H -0.9551 2.0208 -0.9959 0.1499
```

Output
Net charge   0
Frontier orbital gap   9.10 eV
SMILES   C=C[C@@H]1C[C@H](CC(=O)I)C(=O)N1


(B)
Entry from OMol25: a 3-piece molecular cluster, C8H10INO2 overall (the ωB97M-V functional and the def2-TZVPD basis).

The geometry in XYZ format:
```
22
Properties=species:S:1:pos:R:3:lowdin_charge:R:1
C -0.2540 -1.0252 -2.7980 -0.1475
C -0.1374 -1.8837 -1.7370 -0.1225
C -0.2434 0.3681 -2.5322 -0.1211
C -0.1543 -1.4184 -0.3697 -0.0460
C -2.4423 -0.3041 3.5170 -0.4481
C 0.0882 0.8389 -1.2994 -0.0790
C 0.1647 -0.0727 -0.1232 -0.3755
C 0.3571 1.6525 1.7228 -0.0794
N 0.3818 0.3366 1.1127 -0.0786
O -3.1203 0.5861 3.2338 0.2092
O -1.9057 -1.2444 3.8604 0.2250
I 3.5846 0.5618 -0.4959 0.5218
H -0.3026 -1.2383 -3.8972 0.1098
H -0.1889 -2.9726 -2.1070 0.1227
H -0.2655 1.1332 -3.3026 0.1020
H -0.2520 -2.2183 0.4337 0.1198
H 0.2520 1.8289 -1.0343 0.0677
H 1.4089 2.0864 1.6909 0.0828
H -0.4630 2.2015 1.2818 0.0841
H 0.1184 1.4636 2.7732 0.0761
H 0.4579 -0.4601 1.7427 0.1303
H 2.9156 -0.2198 -1.6724 -0.3536
```

Output
Net charge   0
Frontier orbital gap   7.95 eV
SMILES   CNc1ccccc1.O=C=O.I


Q: Which of them is the least stable? A: (A).